[1]
122
Properties=species:S:1:pos:R:3:mulliken_charge:R:1 method="wB97M-V/def2-TZVPD" fmax_ev_per_a=0.7 e_homo_ev=-1.796 homo_lumo_gap_ev=5.69 e_above_lowest_ev=0.428 total_charge=-2 e_tot_ha=-5007.91693
Zr -0.274 0.538 0.264 0.474
C 4.333 0.059 5.129 -1.106
C 3.449 1.208 4.637 -1.289
C 2.172 0.740 4.014 0.809
C 0.947 0.614 4.587 0.574
C 0.537 0.911 5.994 -1.171
C 0.569 -0.323 6.900 -0.956
C 0.077 0.069 3.564 0.579
N 0.744 -0.083 2.390 -0.378
C 2.031 0.276 2.649 0.820
C 3.078 0.124 1.762 -0.887
C 2.973 -0.415 0.488 0.261
C 4.107 -0.667 -0.378 0.405
C 5.537 -0.369 -0.053 -1.435
C 5.892 1.090 -0.345 -0.865
C 3.596 -1.150 -1.538 0.896
C 2.160 -1.193 -1.363 0.610
C 1.285 -1.587 -2.358 -0.819
C -0.092 -1.682 -2.243 0.171
N -0.806 -1.342 -1.130 -0.932
C -2.064 -1.824 -1.339 0.763
C -3.043 -1.922 -0.362 -1.393
C -2.855 -1.682 0.988 0.548
N -1.725 -1.183 1.549 -0.350
C -2.019 -1.010 2.860 0.710
C -1.210 -0.381 3.793 -0.897
C -3.365 -1.466 3.162 0.705
C -3.893 -1.886 1.986 0.422
C -5.239 -2.484 1.727 -1.238
C -5.199 -4.011 1.626 -1.065
C -3.994 -1.454 4.519 -1.041
C -3.470 -2.567 5.429 -1.149
C -2.183 -2.382 -2.666 1.179
C -0.946 -2.295 -3.230 0.781
C -0.507 -2.741 -4.588 -1.246
C 0.110 -4.141 -4.594 -1.092
C -3.422 -2.992 -3.243 -1.440
C -3.637 -4.445 -2.812 -0.993
N 1.809 -0.746 -0.125 -0.572
C 4.332 -1.557 -2.774 -1.296
C 4.469 -3.075 -2.913 -1.166
H 5.279 0.430 5.532 0.387
H 4.554 -0.633 4.315 0.244
H 3.827 -0.510 5.911 0.242
H 4.004 1.814 3.916 0.272
H 3.218 1.872 5.475 0.450
H -0.469 1.340 5.995 0.348
H 1.193 1.681 6.408 0.438
H -0.082 -1.107 6.508 0.137
H 0.242 -0.083 7.915 0.382
H 1.578 -0.736 6.955 0.206
H 4.065 0.418 2.098 0.262
H 6.191 -1.034 -0.626 0.468
H 5.734 -0.589 1.000 0.417
H 5.709 1.327 -1.394 0.267
H 6.940 1.304 -0.113 0.446
H 5.262 1.756 0.243 -0.005
H 1.719 -1.871 -3.309 0.421
H -4.011 -2.300 -0.669 0.361
H -1.624 -0.226 4.782 0.409
H -5.656 -2.070 0.804 0.390
H -5.927 -2.190 2.524 0.456
H -4.517 -4.326 0.834 0.154
H -6.188 -4.424 1.414 0.397
H -4.837 -4.447 2.559 0.255
H -5.078 -1.548 4.417 0.386
H -3.821 -0.481 4.989 0.254
H -3.692 -3.548 5.004 0.285
H -3.917 -2.516 6.425 0.402
H -2.386 -2.499 5.536 0.192
H 0.212 -2.018 -4.985 0.373
H -1.362 -2.711 -5.269 0.402
H 0.971 -4.184 -3.926 0.094
H 0.439 -4.429 -5.596 0.414
H -0.610 -4.884 -4.244 0.216
H -3.369 -2.944 -4.335 0.381
H -4.294 -2.396 -2.958 0.463
H -2.806 -5.071 -3.143 0.218
H -4.561 -4.853 -3.229 0.410
H -3.688 -4.522 -1.725 0.039
H 5.326 -1.101 -2.766 0.470
H 3.823 -1.144 -3.648 0.351
H 5.008 -3.492 -2.060 0.311
H 5.006 -3.348 -3.826 0.400
H 3.487 -3.551 -2.939 0.167
Cl -4.059 6.353 -0.454 -0.273
C -3.462 4.837 0.148 0.294
C -3.715 4.458 1.453 0.416
Cl -4.635 5.490 2.507 -0.278
C -3.225 3.233 1.934 0.645
Cl -3.515 2.715 3.566 -0.259
C -2.482 2.408 1.108 -0.867
O -1.968 1.260 1.436 0.372
C -2.235 2.787 -0.241 -1.215
O -1.518 1.927 -0.911 0.080
C -2.719 3.999 -0.701 0.739
Cl -2.396 4.434 -2.347 -0.259
C -2.805 0.768 -7.191 -1.500
C -1.893 1.099 -6.040 1.018
C -0.704 1.794 -6.240 -1.003
C 0.126 2.104 -5.172 -0.944
C -0.219 1.725 -3.880 0.624
C -1.407 1.047 -3.666 -0.240
C -2.226 0.732 -4.741 -0.656
S 0.935 2.230 -2.568 0.224
O 0.793 4.479 0.348 -0.758
O 2.254 2.026 -3.229 -0.851
O 0.748 1.099 -1.532 1.635
H -2.306 0.931 -8.148 0.359
H -3.705 1.389 -7.177 0.298
H -3.131 -0.274 -7.153 0.302
H -0.419 2.088 -7.246 0.287
H 1.065 2.617 -5.338 0.463
H -1.703 0.778 -2.663 -0.224
H -3.145 0.183 -4.556 0.362
C 3.292 3.969 -0.350 -1.085
O 2.514 3.015 0.360 0.065
C 1.189 3.351 0.555 -0.177
O 0.526 2.368 1.053 -0.509
H 3.301 3.710 -1.412 0.252
H 4.308 3.920 0.046 0.254
H 2.887 4.970 -0.219 0.446

---

[2]
51
Properties=species:S:1:pos:R:3:mulliken_charge:R:1 method="wB97M-V/def2-TZVPD" fmax_ev_per_a=0.9 e_homo_ev="-12.027 / -12.016" homo_lumo_gap_ev="6.49 / 5.78" e_above_lowest_ev=2.734 total_charge=+1 e_tot_ha=-5864.51698
Sn 0.505 -1.032 1.335 1.244
F 1.318 1.605 6.477 -0.180
C 1.375 0.444 5.854 0.497
F 0.728 -0.481 6.538 -0.180
F 2.631 0.081 5.658 -0.181
S 0.497 0.610 4.243 1.435
O 0.585 -0.738 3.629 -0.753
O -0.821 1.071 4.520 -0.593
N 1.459 1.615 3.472 -0.488
S 1.019 2.093 2.053 1.150
O -0.052 1.191 1.514 -0.431
O 2.109 2.327 1.162 -0.688
C 0.128 3.707 2.239 0.508
F 1.028 4.660 2.390 -0.172
F -0.672 3.660 3.283 -0.190
F -0.577 3.910 1.134 -0.184
O 5.343 1.008 -3.173 -0.448
C 4.851 0.583 -2.034 0.458
O 5.591 0.412 -1.074 -0.384
C 3.419 0.298 -1.906 -0.019
C 2.362 0.367 -2.793 0.445
Cl 2.333 0.932 -4.392 -0.221
N 1.251 -0.050 -2.145 0.180
N 1.546 -0.366 -0.868 0.032
C 2.840 -0.166 -0.733 -0.043
C 3.467 -0.411 0.593 1.086
O 4.732 -0.310 0.698 -0.351
O 2.712 -0.738 1.523 -0.615
C -0.092 -0.226 -2.647 0.177
C -1.154 0.225 -1.879 -0.425
C -2.447 0.037 -2.340 -0.675
C -2.670 -0.599 -3.553 -0.753
C -1.597 -1.055 -4.306 -0.848
C -0.299 -0.871 -3.856 -0.259
H 4.678 1.104 -3.867 0.278
H -0.968 0.745 -0.953 0.773
H -3.281 0.400 -1.752 0.602
H -3.683 -0.732 -3.914 0.466
H -1.765 -1.568 -5.244 0.420
H 0.534 -1.254 -4.431 0.513
Cl -3.306 0.492 1.998 -0.158
C -3.308 -0.865 0.965 -0.084
C -2.153 -1.407 0.470 -0.785
C -2.096 -2.398 -0.478 0.713
Cl -0.584 -2.994 -1.073 -0.062
C -3.293 -2.974 -0.897 0.087
Cl -3.268 -4.311 -1.962 -0.156
C -4.493 -2.506 -0.356 0.273
Cl -5.967 -3.219 -0.853 -0.151
C -4.508 -1.463 0.570 0.282
Cl -5.986 -0.844 1.159 -0.142

---

[3]
55
Properties=species:S:1:pos:R:3:mulliken_charge:R:1 method="wB97M-V/def2-TZVPD" fmax_ev_per_a=0.6 e_homo_ev=-7.573 homo_lumo_gap_ev=8.19 e_above_lowest_ev=1.830 e_tot_ha=-1356.71159
C -2.346 -1.375 -2.111 -1.162
C -1.449 -1.856 -1.018 0.912
C -1.121 -1.167 0.099 -0.222
C -1.621 0.150 0.483 0.388
O -1.464 0.626 1.587 -0.662
O -2.272 0.794 -0.504 -0.245
C -2.857 2.059 -0.189 -1.063
C -4.353 1.935 -0.077 0.872
C -4.905 1.048 0.839 -0.157
C -6.277 0.912 0.942 -0.664
C -7.112 1.667 0.135 -0.422
C -6.569 2.555 -0.777 -0.537
C -5.195 2.684 -0.887 -0.548
H -4.774 3.375 -1.603 0.322
H -7.216 3.146 -1.408 0.373
H -8.184 1.563 0.218 0.377
H -6.696 0.219 1.657 0.385
H -4.253 0.466 1.475 0.402
H -2.429 2.413 0.757 0.362
H -2.580 2.740 -0.998 0.389
C -0.144 -1.771 1.091 -0.160
N -0.157 -3.216 0.978 -0.148
C -0.360 -3.882 -0.177 0.023
O -0.127 -5.058 -0.346 -0.676
N -0.941 -3.121 -1.189 -0.079
H -1.188 -3.643 -2.018 0.254
H 0.327 -3.733 1.696 0.282
C 1.234 -1.181 0.856 0.394
C 1.649 -0.068 1.572 -1.369
C 2.881 0.512 1.343 -0.282
C 3.761 -0.011 0.390 1.391
C 3.338 -1.145 -0.316 -0.735
C 2.099 -1.708 -0.095 -0.770
H 1.817 -2.585 -0.659 0.369
H 3.995 -1.609 -1.035 0.438
N 5.038 0.490 0.185 -0.064
C 5.569 1.549 1.019 -1.009
H 5.204 1.450 2.040 0.491
C 5.234 2.929 0.438 -0.377
O 5.735 3.046 -0.877 -0.415
C 5.223 2.028 -1.708 -0.589
C 5.558 0.632 -1.162 -0.669
H 5.139 -0.123 -1.823 0.323
H 6.645 0.510 -1.124 0.331
H 5.676 2.182 -2.689 0.398
H 4.128 2.128 -1.791 0.307
H 5.707 3.725 1.015 0.360
H 4.143 3.079 0.435 0.324
H 6.659 1.434 1.031 0.386
H 3.144 1.387 1.916 0.275
H 0.985 0.367 2.304 0.428
H -0.471 -1.502 2.103 0.560
H -3.288 -1.017 -1.702 0.234
H -2.547 -2.173 -2.822 0.430
H -1.885 -0.540 -2.634 0.244